(1)
This record from the OMol25 dataset describes a structure of composition C58H40Cl2HfN5O9P2. The level of theory is ωB97M-V with the def2-TZVPD basis set.

```
! RIJCOSX wB97M-V def2-TZVPD def2/J DEFGRID3
* xyz -1 1
Cl -1.824 1.506 4.386
C 0.583 2.757 4.098
C -0.477 -6.520 -1.102
H 0.173 4.202 0.117
Hf 0.204 -0.998 0.053
H -2.625 -7.460 -4.159
C 0.109 3.674 1.071
C 4.076 0.922 -1.349
C -0.713 -4.083 -1.579
H -2.146 -5.086 -3.659
C -1.559 2.896 -2.054
H -1.734 3.533 -2.912
C -1.169 4.044 1.779
O -2.398 -3.062 1.788
C -6.973 0.480 -1.473
C 5.685 -2.613 -0.763
H 0.135 -6.242 -0.252
H 4.363 -0.222 1.200
C -6.538 1.171 0.784
N -1.070 0.607 -0.611
H -5.283 -0.305 -2.545
O 2.611 -3.791 1.436
C -1.517 -8.200 -2.477
C -7.425 1.015 -0.275
C 1.403 5.567 -4.545
C -2.912 -1.428 -0.789
C 2.182 6.486 -3.858
O 0.549 1.305 1.463
C 2.289 4.970 -1.992
H 2.442 7.432 -4.315
H 0.018 -0.580 4.438
C 1.995 1.749 -1.703
C -3.520 4.871 3.013
H 3.235 6.891 -2.031
H 0.578 4.777 4.009
H 1.056 5.791 -5.546
H 0.990 3.905 1.667
H 0.489 3.625 -4.507
H -3.525 -4.627 -1.408
N 1.789 0.444 -1.215
H -8.461 1.310 -0.167
O -1.046 -2.572 3.873
C -1.762 -5.867 -3.014
C -2.317 4.269 1.027
H -2.643 -3.839 2.296
C 2.673 1.492 4.145
C 0.677 -3.687 -1.630
H -6.883 1.583 1.724
C -5.641 0.108 -1.609
O -0.320 1.826 -0.503
C 0.589 0.337 4.361
C -1.735 -3.271 -1.259
O 1.733 -1.302 1.411
H 5.140 0.755 -1.317
P -1.114 -2.378 2.419
H -4.381 4.830 1.043
C 2.628 6.181 -2.578
C -2.027 -7.202 -3.295
H 5.478 -3.223 -1.625
H -7.655 0.357 -2.305
H -0.333 -8.623 -0.735
C 6.309 -1.078 1.452
H 6.527 -0.485 2.331
H 2.491 -0.635 4.318
O 1.774 -2.558 3.513
C -5.212 0.790 0.645
C 7.222 -2.018 0.998
C -0.739 -7.853 -1.379
O -1.012 -0.994 1.772
P 1.719 -2.753 1.934
H -4.515 0.902 1.468
H 3.867 -3.990 -2.290
C -3.493 4.673 1.639
C -3.311 -0.122 -0.694
C -3.143 -3.637 -1.219
H -4.432 5.188 3.501
H -4.919 -2.454 -0.831
N 1.165 -2.468 -1.176
C -2.644 2.193 -1.421
C -0.296 2.634 -1.691
C 4.759 -1.658 -0.336
H 2.634 4.736 -0.991
C 3.433 1.990 -1.826
C 5.095 -0.914 0.800
N -1.618 -1.904 -0.926
C 1.979 2.682 4.044
C -1.211 4.207 3.164
C 6.896 -2.787 -0.112
C 2.890 -3.692 -1.961
H 1.562 -3.368 3.982
H 3.870 2.882 -2.244
O 0.124 -3.163 1.621
C -3.849 -2.544 -0.925
H 3.752 1.502 4.073
C -0.084 1.544 4.291
C 1.714 -4.436 -2.132
C -4.743 0.249 -0.554
C 3.429 -1.405 -0.950
H 8.166 -2.160 1.508
H 7.591 -3.532 -0.478
C 1.516 4.028 -2.675
C -0.995 -5.508 -1.910
H -2.387 4.753 4.843
C 1.079 4.350 -3.959
C -2.382 4.638 3.768
C 1.095 2.745 -2.048
C 1.972 0.309 4.293
C 0.164 2.214 0.809
H 1.623 -5.411 -2.584
H -2.282 4.126 -0.050
C -2.370 0.962 -0.855
H -3.670 2.444 -1.639
Cl 2.901 4.152 3.789
C 2.544 -2.505 -1.350
N -0.054 3.991 3.975
H -1.720 -9.241 -2.695
C 3.075 -0.096 -1.074
*
```

Values from the calculation:
Relative energy (zero: lowest compared OMol25 entry of this formula, charge and spin) ... 196.13 kcal per mole
LUMO level ... 1.8558 eV
Highest occupied orbital energy ... -3.104 eV

(2)
This record from the OMol25 dataset describes a structure of composition C58H42CaI4N5O7P2S. The level of theory is ωB97M-V with the def2-TZVPD basis set.

```
! RIJCOSX wB97M-V def2-TZVPD def2/J DEFGRID3
* xyz -1 1
H -2.860 6.934 -4.783
H -2.511 4.241 -1.449
C -0.860 4.224 -4.406
C -1.976 1.861 3.651
I 1.237 7.567 5.765
H -0.105 3.653 -4.936
C 1.546 3.984 -1.904
C 5.093 -0.770 -3.541
H 3.267 -5.122 0.586
C 2.400 2.611 1.118
H -1.962 2.668 4.366
C -1.554 -4.527 2.913
H 7.409 0.678 -1.521
C -5.101 -2.619 1.504
C -6.759 -0.423 1.755
C -0.230 5.674 3.933
P -0.037 -1.353 -2.727
H -2.227 1.141 -0.950
I -9.290 -1.780 0.805
H -1.610 -3.288 -3.391
H 4.735 3.924 -3.030
H 1.799 -7.228 5.296
C 3.136 1.846 0.255
O -4.265 -1.435 -1.938
C -2.790 5.688 -3.038
C -7.277 -1.633 1.318
H -1.135 5.631 -5.994
C 2.902 -4.116 0.456
H 3.202 5.310 -1.658
H -0.318 -2.696 -1.117
N -1.270 0.348 2.074
C -0.909 1.507 2.726
H 1.147 -5.004 4.427
I 7.778 0.169 -4.549
C 0.274 2.195 2.485
H -0.690 2.933 -0.223
H -7.393 0.451 1.828
C 2.851 4.389 -2.105
C -2.406 6.070 -4.314
C -2.963 0.950 3.481
C -5.414 -0.328 2.079
H 3.948 1.806 -4.018
H -3.875 0.869 4.053
C 6.278 -0.170 -3.144
H -1.450 -0.538 -5.120
C 0.928 5.820 4.679
C -3.091 -1.311 2.252
C 1.683 -3.563 1.029
C 3.711 3.608 -2.875
H -6.830 -3.668 0.798
C -2.214 4.571 -2.437
H 2.563 3.650 1.371
S -0.608 2.344 -2.368
Ca -0.278 -0.914 0.432
C 1.723 -7.929 1.976
H 1.221 -6.524 0.440
H 4.950 -1.091 -4.565
H -4.249 -2.282 -2.405
C 1.887 4.815 4.705
C 1.305 -5.828 3.741
H -3.176 -0.590 -4.682
C 1.952 1.998 -3.240
C 4.229 -0.503 -1.293
H -4.458 -3.466 1.318
O 0.080 -0.287 -1.650
C 3.066 -0.633 -0.365
H -3.633 -4.006 3.293
H 1.597 1.055 -3.651
C -2.279 -2.470 2.294
C 1.876 -8.120 3.341
C -6.446 -2.732 1.182
O -2.335 -2.661 -3.511
C -2.662 -3.763 2.885
C 0.504 3.465 3.236
N 1.424 0.555 1.034
H -2.123 0.655 -3.997
H 0.862 4.598 -1.327
C 4.071 -0.930 -2.613
H -0.969 6.465 3.901
C -1.440 5.334 -4.998
P -2.769 -1.002 -1.609
O -2.124 -1.834 -0.534
C 5.443 0.059 -0.910
C 1.323 1.779 1.588
H 5.585 0.361 0.121
O 0.827 -1.316 -3.930
N 1.564 -2.280 0.665
C -0.430 4.500 3.215
C -1.246 3.858 -3.118
N -0.965 -2.507 1.973
O -2.992 0.496 -1.264
H 1.877 -8.747 1.284
C 2.530 0.544 0.241
H -3.547 6.252 -2.508
H -5.030 0.638 2.371
C -2.487 -0.011 2.492
I 2.418 -9.998 4.060
C 3.269 2.418 -3.435
C 6.471 0.234 -1.828
H 4.002 2.157 -0.314
C 2.660 -1.945 -0.089
C 1.669 -7.077 4.233
H 2.793 4.935 5.283
C -4.550 -1.430 2.001
C 1.144 -5.605 2.374
H 2.405 2.854 4.009
C -1.857 -1.335 -3.172
H -1.463 -5.532 3.299
C 1.109 2.800 -2.484
C 1.668 3.648 3.983
C -0.486 -3.747 2.277
C 3.482 -3.126 -0.268
O 0.082 -2.820 -2.002
C 0.746 -4.254 1.869
H -1.322 4.394 2.609
C -2.169 -0.386 -4.314
H 4.404 -3.177 -0.826
C 1.359 -6.673 1.505
N -1.126 2.282 -0.870
H 3.124 -1.364 -2.925
*
```

Values from the calculation:
Relative energy (zero: lowest compared OMol25 entry of this formula, charge and spin) ... 1.03 kcal per mole
LUMO level ... 1.1163 eV
Highest occupied orbital energy ... -4.147 eV

(3)
This record from the OMol25 dataset describes a cluster of 9 separate species, C58H46BrN9O19 in total. The level of theory is ωB97M-V with the def2-TZVPD basis set.

```
! RIJCOSX wB97M-V def2-TZVPD def2/J DEFGRID3
* xyz 0 1
O -5.505 8.407 -6.036
H 1.069 -0.646 3.510
O 2.549 -3.646 -2.793
O 2.508 -2.546 2.991
C 1.635 -4.814 -1.030
C -9.277 3.264 5.662
C 1.967 -0.585 -5.941
C 0.803 2.863 -10.343
C 7.357 -3.811 3.160
C 1.658 2.874 -11.438
H -10.716 3.984 4.221
O 5.947 -2.831 4.694
C -0.899 -2.570 6.232
H -9.100 5.464 3.098
C -7.966 3.331 6.122
O -11.361 2.306 5.872
H 3.447 -4.725 5.924
C 3.548 -5.182 8.036
H -1.756 4.273 2.269
O -0.844 2.989 -8.183
C -3.157 2.725 2.829
Br 0.141 4.782 -2.556
C 1.876 4.055 -12.138
H 5.089 -3.274 10.368
O 2.118 -4.360 4.101
C 2.345 0.640 -5.037
H 5.524 -1.891 8.363
C 8.652 -4.200 2.837
H 9.484 -3.994 3.500
H -0.761 0.467 4.723
C -9.695 4.029 4.580
H 1.408 6.146 -12.303
H -1.986 4.068 -6.906
C -4.461 6.193 -4.843
C -7.470 4.930 4.392
C 4.726 -3.596 9.399
H 2.142 -3.140 -6.308
C 0.523 -1.192 4.269
C -3.709 1.490 2.504
H 3.323 1.163 -5.227
H -6.759 5.578 3.889
H -0.008 -6.888 1.076
H 8.009 -5.668 -0.150
H 9.888 -5.182 1.382
H 2.139 3.141 -3.922
H -7.636 2.741 6.969
N 7.103 -3.127 4.431
H 0.367 -4.239 5.791
C -0.508 -0.562 4.953
C 0.753 -5.803 -0.611
C 6.535 -4.740 1.107
H -2.027 -0.756 6.459
C -3.234 5.808 -6.897
O 2.544 -7.051 8.934
C -1.754 2.641 0.884
C 1.113 -1.750 -5.294
C -2.674 4.663 -6.339
N -0.714 4.038 -8.793
N -10.229 2.364 6.322
H 0.131 -6.338 -1.319
H -4.469 1.033 3.125
H -2.578 3.385 -4.616
N 1.898 -3.192 3.834
C 1.459 1.045 -4.046
O -0.937 0.640 -3.524
C 2.339 -4.435 1.236
O -3.105 4.504 4.292
C 1.860 2.310 -3.191
C 0.672 -6.113 0.739
C -0.729 -2.387 -3.604
H 2.158 1.962 -11.744
C 0.709 2.886 -2.278
C 6.296 -4.072 2.301
H 0.643 1.937 -9.803
H 1.398 -5.685 2.711
C -2.185 3.309 2.023
C 0.210 -1.332 -4.281
C 4.512 -3.231 7.024
H 4.706 -2.625 6.148
O 2.399 -6.750 6.799
C 7.826 -5.140 0.780
C 4.972 -2.821 8.270
O 8.056 -2.896 5.155
C 1.463 -5.435 1.662
C 8.883 -4.869 1.642
C 2.426 -4.125 -0.117
N 1.741 -4.499 -2.455
H 2.958 -3.899 1.953
O 2.265 -0.676 -7.125
C 0.129 -3.209 5.550
C -1.219 -1.250 5.930
C -8.785 4.865 3.945
C 4.011 -4.782 9.285
O 1.018 -5.105 -3.229
C -3.274 0.831 1.361
N 2.774 -6.421 7.914
H -3.696 -0.133 1.099
N -4.739 7.758 -6.731
H 5.285 -3.767 2.547
H -1.953 0.883 -0.333
N 1.273 -3.119 -5.750
H -6.037 4.222 5.825
O -1.268 5.090 -8.495
H -5.152 6.781 -4.251
H 3.111 -3.350 -0.440
C -1.677 -3.152 -3.455
H -2.571 -3.832 -3.411
C 0.377 5.224 -10.661
H 1.452 -3.733 -4.946
H -1.454 -3.101 6.996
C 0.143 0.202 -3.889
H 5.714 -4.951 0.431
H 2.822 2.089 -2.621
O -4.427 2.856 4.747
H -4.158 4.747 -3.286
H 2.551 4.062 -12.988
H -0.117 6.143 -10.370
C 3.799 -4.417 6.902
O -9.832 1.721 7.280
C 0.172 4.041 -9.960
O -4.451 8.036 -7.884
C -2.296 1.404 0.555
C -3.900 5.048 -4.296
N -3.596 3.414 4.046
C 0.830 -2.515 4.569
H -0.994 3.083 0.252
H 3.822 -5.377 10.171
C -3.011 4.283 -5.044
H -2.970 6.094 -7.904
C 1.235 5.227 -11.753
C -4.128 6.562 -6.143
O 0.185 2.244 -1.408
C -7.061 4.167 5.480
*
```

Values from the calculation:
LUMO level ... -1.3904 eV
Highest occupied orbital energy ... -8.934 eV

(4)
This record from the OMol25 dataset describes a structure of composition C58H50BeOP3SSi. The level of theory is ωB97M-V with the def2-TZVPD basis set.

```
! RIJCOSX wB97M-V def2-TZVPD def2/J DEFGRID3
* xyz 1 1
C -3.179 -2.230 0.829
C 1.849 3.986 3.125
C 0.537 -0.326 5.041
C -4.406 0.827 -3.686
C -1.423 -3.895 -0.534
P -2.400 0.737 -1.651
C 3.208 4.267 3.200
C 2.348 1.642 2.855
H -3.379 -1.907 -1.970
H -5.044 2.020 -1.231
C 0.336 -0.277 3.659
C 2.201 3.909 -0.480
C 0.869 -1.721 -2.163
H -0.731 -4.546 -1.058
C 3.220 -1.967 3.961
C -3.682 0.067 -2.769
Be 0.878 -0.062 0.534
C -1.012 -2.632 -0.106
C 2.532 -4.948 1.732
H 1.516 -0.123 5.459
H -3.038 -5.300 -0.604
H -5.082 -2.962 -3.399
C 3.285 -5.635 0.788
H -0.973 1.347 -4.015
H -2.922 1.483 3.188
C 2.686 2.365 -2.318
C -0.209 -1.748 -3.041
H 5.671 -2.387 1.005
H -6.359 -1.596 -5.022
H 3.255 -0.600 -4.302
H 2.548 -5.253 2.770
C -2.034 2.356 -2.438
C -1.986 -0.754 3.980
H 2.757 3.354 0.281
H -1.185 -2.059 -2.691
C -2.382 3.600 -1.923
H 5.192 3.453 3.168
P 1.706 -0.021 2.502
H -4.221 1.890 -3.777
H -2.984 -0.915 3.589
S 1.178 1.719 -1.538
H -0.907 5.624 -4.212
C -5.364 0.229 -4.494
C -1.261 2.311 -3.604
H -0.278 3.417 -5.154
H -5.039 2.689 2.991
C -0.946 -0.427 3.101
H -3.886 -1.586 1.342
C -1.976 4.770 -2.558
C 3.056 -1.195 2.816
H 5.957 -3.745 3.054
C 3.945 -1.361 1.751
H 4.437 1.131 2.854
C 3.707 1.928 2.924
C -1.780 -0.858 5.345
H 2.375 4.491 -2.542
H 0.253 3.033 0.184
C 4.990 -2.266 1.838
H 2.102 4.939 -0.139
H 3.458 1.700 -1.928
C 1.760 -3.867 1.344
C -0.521 -0.614 5.883
C 4.133 3.239 3.100
H 0.219 3.858 -1.391
C -5.611 -1.133 -4.392
H 3.930 4.074 -1.831
H 1.123 4.784 3.214
H 2.615 2.232 -3.396
H 4.377 -3.482 4.935
C -0.860 3.473 -4.242
C -1.878 -1.776 0.588
H 2.526 -1.886 4.786
C 2.280 -0.914 -3.948
C -0.045 -1.361 -4.365
H 1.170 -3.337 2.085
C -4.573 1.902 -0.261
C -3.344 1.255 -0.167
H -0.367 -0.654 6.954
H -4.603 -3.814 0.608
C -5.196 2.406 0.870
C 5.148 -3.029 2.986
Si -1.219 -0.096 1.225
C 2.473 -4.164 -0.935
C 0.837 3.273 -0.706
C 2.873 3.811 -1.849
H 2.962 -1.259 -1.947
C 4.262 -2.881 4.042
C 1.420 2.680 2.952
C 3.253 -5.245 -0.542
H -6.153 2.905 0.788
C -3.592 -3.484 0.407
H -0.892 -1.390 -5.038
H 3.804 -0.787 0.840
C 1.196 -0.943 -4.820
P 0.676 -2.038 -0.386
H -5.919 0.829 -5.203
H 3.543 5.286 3.344
H 0.357 2.462 2.914
H -2.606 -1.108 5.999
H 3.828 -5.787 -1.281
C -2.715 -4.320 -0.277
C -2.738 1.046 1.087
C -3.369 1.596 2.208
C 1.728 -3.465 0.009
C -4.895 -1.899 -3.482
H 3.890 -6.481 1.089
C -3.933 -1.303 -2.681
O 1.798 0.854 -0.405
H 1.325 -0.646 -5.853
H -2.972 3.667 -1.017
C -1.214 4.713 -3.715
C 2.116 -1.293 -2.626
H -2.264 5.729 -2.146
H 2.445 -3.875 -1.977
C -4.575 2.276 2.103
*
```

Values from the calculation:
LUMO level ... -1.7825 eV
Highest occupied orbital energy ... -9.578 eV